[1]
Entry from OMol25: a structure of composition C12H22BBr10F2N2O4 at a distorted geometry (the ωB97M-V functional and the def2-TZVPD basis).

Summary:
ΔE to the lowest compared entry with this formula, charge and spin   0.00 kJ/mol
E   -730507.9305 eV
HOMO   -6.11 eV
E_LUMO   1.62 eV
Total charge   -1
Frontier orbital gap   7.72 eV
Multiplicity   1

Each line ends with the Löwdin charge.
Geometry (Å):
O (-0.1664, -3.5682, -1.1648)  -0.042
N (-0.7897, -3.0165, -2.0174)  -0.072
O (-1.3186, -3.9093, -2.8715)  -0.078
B (-2.4734, -3.3575, -3.6693)  -0.473
N (-3.8708, -3.7115, -2.9755)  0.100
C (-4.4387, -2.6088, -2.3341)  -0.551
O (-4.1944, -2.1455, -1.2669)  0.108
F (-5.3729, -1.9986, -3.0999)  0.099
C (-3.8119, -4.8319, -2.1481)  -0.671
O (-4.2477, -5.8914, -2.4891)  -0.084
F (-3.2290, -4.7795, -0.9367)  0.098
H (-2.3745, -2.1682, -3.8397)  0.070
H (-2.4517, -3.9241, -4.7404)  0.057
Br (0.7223, -1.1950, 1.5481)  0.578
C (-0.1187, -2.4363, 2.7865)  -0.690
C (-1.1661, -3.2816, 2.1094)  -0.691
Br (-2.7980, -2.2775, 1.7901)  0.645
H (-0.5179, -1.8424, 3.6027)  0.043
H (0.6925, -3.0614, 3.1565)  0.054
H (-1.4573, -4.1086, 2.7548)  0.054
H (-0.8441, -3.6690, 1.1467)  0.026
Br (-6.2282, -5.4209, -1.3179)  0.949
C (-6.3182, -5.7384, 0.6012)  -0.626
C (-7.2994, -6.8242, 0.9535)  -0.699
Br (-9.1427, -6.2001, 0.8544)  0.577
H (-6.5539, -4.7879, 1.0709)  0.055
H (-5.3080, -6.0374, 0.8776)  0.067
H (-7.1650, -7.1423, 1.9860)  0.051
H (-7.2249, -7.6860, 0.2977)  0.048
Br (2.6803, 1.3732, 0.0116)  0.635
C (4.6008, 1.1727, 0.2708)  -0.680
C (5.0150, -0.2724, 0.3455)  -0.690
Br (4.5830, -1.0541, 2.0722)  0.595
H (4.8588, 1.7317, 1.1646)  0.050
H (5.0500, 1.6515, -0.5971)  0.057
H (6.0960, -0.3591, 0.2572)  0.054
H (4.5388, -0.8887, -0.4110)  0.057
Br (0.1484, 7.0247, 1.4362)  0.593
C (0.5047, 5.7531, 0.0044)  -0.691
C (1.8076, 5.0320, 0.2141)  -0.714
Br (3.3309, 6.1655, -0.2249)  0.604
H (0.4741, 6.3101, -0.9263)  0.050
H (-0.3249, 5.0500, 0.0341)  0.062
H (1.8853, 4.1807, -0.4568)  0.004
H (1.9496, 4.6968, 1.2360)  0.049
Br (6.4726, 10.8577, -0.1561)  0.600
C (5.8626, 9.1224, 0.4823)  -0.716
C (7.0058, 8.2828, 0.9835)  -0.701
Br (8.0417, 7.5319, -0.4826)  0.595
H (5.3219, 8.6578, -0.3356)  0.021
H (5.1702, 9.3443, 1.2914)  0.059
H (6.6296, 7.4246, 1.5366)  0.055
H (7.6982, 8.8406, 1.6058)  0.048

Cartesian forces (eV/Å) of the 6 atoms listed first:
0.3 0.3 0.1
-0.2 -0.6 0.1
-0.4 0.4 0.2
0.5 -0.1 -1.5
-0.4 0.7 1.4
0.6 0.3 0.4

=====

[2]
Entry from OMol25: a cluster of 12 separate species, H24O12 in total at a distorted geometry (the ωB97M-V functional and the def2-TZVPD basis).

Summary:
ΔE to the lowest compared entry with this formula, charge and spin   126.67 kJ/mol
E   -24960.3815 eV
HOMO   -9.99 eV
E_LUMO   -0.39 eV
Total charge   0
Frontier orbital gap   9.60 eV
Multiplicity   1
SMILES   O.O.O.O.O.O.O.O.O.O.O.O

Each line ends with the Löwdin charge.
Geometry (Å):
O (3.5509, -0.3988, -0.0727)  -0.034
H (3.0949, -1.0890, -0.5542)  0.019
H (4.1329, -0.8677, 0.5253)  0.055
O (1.4759, 1.0812, 1.0684)  -0.061
H (2.2289, 0.7708, 0.5655)  0.030
H (1.7467, 1.9361, 1.4031)  0.100
O (-0.5631, 0.0940, -3.2707)  -0.040
H (-0.7977, -0.0610, -4.1857)  0.062
H (-1.1679, -0.4551, -2.7716)  -0.001
O (-1.4595, -2.0115, 1.6331)  -0.017
H (-0.7705, -2.6759, 1.6444)  0.078
H (-2.2641, -2.5029, 1.4678)  0.075
O (-1.8612, -2.2935, -2.0655)  -0.025
H (-1.7506, -2.1703, -1.1227)  0.012
H (-2.6886, -2.7673, -2.1502)  0.049
O (1.2545, -0.0829, 3.6494)  -0.038
H (1.8886, -0.7866, 3.7874)  0.044
H (1.4348, 0.2323, 2.7638)  -0.012
O (0.7499, 2.7190, -2.4321)  -0.053
H (0.2805, 2.2557, -1.7384)  -0.010
H (0.4921, 2.2704, -3.2374)  0.013
O (-0.3859, -0.3075, -0.1155)  -0.046
H (0.4696, 0.0153, 0.1674)  -0.001
H (-0.7324, -0.7696, 0.6478)  0.002
O (1.5998, -1.3556, -2.0741)  -0.047
H (1.8023, -0.8122, -2.8356)  0.046
H (0.9184, -0.8712, -1.6080)  -0.018
O (-2.1196, 1.7780, -1.2981)  -0.064
H (-1.5678, 1.0342, -1.5400)  -0.036
H (-1.8402, 2.0057, -0.4113)  -0.028
O (-1.8038, 0.0268, 3.7330)  -0.056
H (-0.8830, -0.2233, 3.6568)  -0.020
H (-2.2246, -0.3720, 2.9713)  0.002
O (-0.8115, 2.4400, 0.9516)  -0.034
H (-1.0942, 2.6031, 1.8515)  0.065
H (-0.3344, 1.6114, 0.9965)  -0.008

Cartesian forces (eV/Å) of the 6 atoms listed first:
0.1 0.4 0.4
-0.5 -0.3 -0.8
0.3 0.0 0.2
0.3 0.2 0.7
1.1 -0.5 -0.5
-0.1 0.5 0.0

=====

[3]
Entry from OMol25: a cluster of 2 separate species, C5H15N2O in total at a distorted geometry (the ωB97M-V functional and the def2-TZVPD basis).

Summary:
ΔE to the lowest compared entry with this formula, charge and spin   170.65 kJ/mol
E   -10448.7922 eV
HOMO   -12.03 eV
E_LUMO   -3.02 eV
Total charge   +1
Frontier orbital gap   9.01 eV
Multiplicity   1

Each line ends with the Löwdin charge.
Geometry (Å):
C (1.2980, -0.4874, 1.9463)  -0.112
C (1.6406, 0.7913, 1.1108)  -0.197
C (0.6120, 1.1940, 0.0673)  -0.114
C (0.3943, 0.3350, -0.9559)  -0.171
N (-0.5968, 0.4637, -1.9397)  -0.081
C (-0.4058, -0.3314, -3.1577)  -0.082
N (-0.2035, -0.5943, 2.2930)  0.175
H (1.5269, -1.3526, 1.2748)  0.130
H (1.9414, -0.6109, 2.8465)  0.133
H (1.8166, 1.5990, 1.7861)  0.099
H (2.5551, 0.7278, 0.5814)  0.103
H (-0.0854, 2.0387, 0.3667)  0.133
H (1.1214, -0.5571, -1.0222)  0.162
H (-0.7481, 1.3415, -2.2165)  0.074
H (-0.2517, -1.4058, -3.0586)  0.087
H (-1.2452, -0.2513, -3.8793)  0.100
H (0.4694, 0.0711, -3.6123)  0.073
H (-0.7240, -0.8370, 1.4357)  0.068
H (-0.6247, 0.2733, 2.6077)  0.160
H (-0.2769, -1.3484, 3.0103)  0.182
H (-1.8948, -0.4139, -0.4782)  0.043
H (-2.9843, -0.7732, 0.6249)  0.099
O (-2.0285, -0.8245, 0.3994)  -0.064

Cartesian forces (eV/Å) of the 6 atoms listed first:
0.8 -0.2 -1.3
-1.2 0.2 0.5
-1.4 -0.6 0.6
1.1 0.3 0.3
0.5 -5.2 1.5
-0.4 -0.2 -0.8